1.
A cluster of 5 separate species, H11NO4 in total at a distorted geometry. Source: the OMol25 dataset; level of theory: the ωB97M-V functional and the def2-TZVPD basis.

```
! RIJCOSX wB97M-V def2-TZVPD def2/J DEFGRID3
* xyz 0 1
N 1.04 -3.15 -1.28
H 0.48 -2.95 -0.47
H 1.76 -3.83 -1.17
H 0.47 -3.29 -2.10
O -1.40 1.74 1.81
H -2.10 1.43 2.39
H -1.75 1.34 1.00
O -1.05 2.11 -0.86
H -1.40 2.34 -1.73
H -0.19 1.70 -1.01
O 1.50 -0.02 -1.50
H 1.37 0.28 -0.60
H 1.55 -1.00 -1.44
O -0.01 -0.59 1.86
H -0.33 0.24 1.44
H 0.88 -0.13 2.03
*
```

Properties
energy above the lowest of the compared OMol25 structures with the same formula, charge and spin: 124.2 kJ/mol
E: -362.2907 Ha
SMILES: N.O.O.O.O
E_LUMO: 0.6 eV

---

2.
A cluster of 3 separate species, C41H34F4NO7 in total at a distorted geometry. Source: the OMol25 dataset; level of theory: the ωB97M-V functional and the def2-TZVPD basis.

```
! RIJCOSX wB97M-V def2-TZVPD def2/J DEFGRID3
* xyz 1 1
C -1.40 -3.31 0.09
C 0.07 -3.05 0.60
O 0.90 -4.23 0.61
C 0.97 -4.79 -0.72
C 2.18 -5.81 -0.83
O 1.67 -6.96 -1.52
C 2.58 -8.05 -1.52
C 2.57 -8.71 -0.10
C 3.65 -9.65 0.24
C 3.65 -10.24 1.60
C 2.57 -9.88 2.53
C 2.67 -10.51 3.97
C 3.71 -9.70 4.86
O 3.73 -8.35 4.40
C 5.12 -10.37 4.99
F 6.16 -9.59 4.55
F 5.24 -11.60 4.37
F 5.37 -10.60 6.33
N 1.56 -9.01 2.17
F 0.61 -8.71 3.06
C 1.56 -8.46 0.91
H -2.15 -2.57 0.46
H -1.69 -4.35 0.42
H -1.35 -3.35 -1.03
H 0.00 -2.68 1.66
H 0.52 -2.21 0.00
H 0.03 -5.39 -0.89
H 1.14 -4.00 -1.49
H 3.08 -5.35 -1.32
H 2.48 -6.03 0.24
H 2.27 -8.83 -2.28
H 3.62 -7.70 -1.83
H 4.46 -9.93 -0.47
H 4.45 -10.94 1.93
H 2.84 -11.62 3.93
H 1.65 -10.36 4.42
H 3.28 -9.67 5.90
H 4.38 -8.22 3.69
H 0.73 -7.76 0.64
C 1.61 2.09 0.85
C 1.74 3.47 1.05
C 0.60 4.26 1.13
C -0.66 3.69 1.00
C -0.78 2.32 0.77
C 0.35 1.52 0.71
C -2.12 1.71 0.58
O -2.23 0.51 0.39
C -3.32 2.58 0.62
C -4.58 2.03 0.38
C -5.71 2.83 0.43
C -5.59 4.19 0.72
C -4.34 4.74 0.95
C -3.20 3.94 0.89
C -1.86 4.55 1.10
O -1.75 5.74 1.35
H 2.50 1.47 0.80
H 2.72 3.91 1.15
H 0.71 5.33 1.29
H 0.26 0.45 0.55
H -4.68 0.97 0.16
H -6.68 2.40 0.24
H -6.47 4.81 0.76
H -4.25 5.80 1.17
C -3.26 8.23 0.17
C -4.30 8.85 -0.53
C -4.10 9.29 -1.83
C -2.85 9.14 -2.43
C -1.81 8.54 -1.73
C -2.02 8.08 -0.43
C -0.46 8.41 -2.34
O 0.45 7.89 -1.73
C -0.25 8.94 -3.71
C 1.02 8.87 -4.28
C 1.23 9.35 -5.57
C 0.17 9.88 -6.29
C -1.10 9.95 -5.73
C -1.31 9.49 -4.43
C -2.66 9.60 -3.83
O -3.58 10.07 -4.46
H -3.42 7.88 1.18
H -5.26 8.98 -0.06
H -4.91 9.77 -2.37
H -1.21 7.60 0.12
H 1.85 8.46 -3.72
H 2.22 9.31 -6.00
H 0.33 10.25 -7.30
H -1.92 10.37 -6.30
*
```

Properties
E: -2563.3108 Ha
E_LUMO: -4.8 eV

---

3.
A cluster of 2 separate species, C3H9NO in total at a distorted geometry. Source: the OMol25 dataset; level of theory: the ωB97M-V functional and the def2-TZVPD basis.

```
! RIJCOSX wB97M-V def2-TZVPD def2/J DEFGRID3
* xyz -1 2
C 1.81 -1.09 1.59
C 1.01 -0.13 0.74
C 0.99 1.20 0.89
N 0.01 -0.83 0.05
H 2.03 -2.02 1.07
H 1.29 -1.47 2.49
H 2.69 -0.61 2.02
H 0.13 1.80 0.63
H 1.47 1.57 1.80
H -0.90 -0.37 0.03
H -0.15 -1.78 0.36
H -2.98 1.76 -3.58
H -3.56 0.67 -4.38
O -3.83 1.31 -3.71
*
```

Properties
energy above the lowest of the compared OMol25 structures with the same formula, charge and spin: 62.3 kJ/mol
E: -249.6125 Ha
expectation value of S²: 0.75
E_LUMO (spin up / spin down): 3.7 / 4.0 eV

---

4.
An isolated molecule of CF3NOS at a distorted geometry. Source: the OMol25 dataset; level of theory: the ωB97M-V functional and the def2-TZVPD basis.

```
! RIJCOSX wB97M-V def2-TZVPD def2/J DEFGRID3
* xyz 0 1
C -1.21 0.19 -0.14
N -0.18 0.60 0.67
O -1.28 -0.04 -1.36
F -2.37 -0.07 0.64
F 1.75 -0.03 -1.12
F 1.84 -1.09 0.95
S 1.45 0.45 0.36
*
```

Properties
energy above the lowest of the compared OMol25 structures with the same formula, charge and spin: 62.9 kJ/mol
E: -865.8284 Ha
E_LUMO: -1.5 eV

---

5.
A structure of composition C3H7Br2NO2Si. Source: the OMol25 dataset; level of theory: the ωB97M-V functional and the def2-TZVPD basis.

```
! RIJCOSX wB97M-V def2-TZVPD def2/J DEFGRID3
* xyz 0 1
C 1.99 0.47 0.43
C 1.29 -0.42 -0.59
Br 2.22 -2.14 -0.65
C -0.18 -0.62 -0.27
Br -1.08 -1.63 -1.66
Si -1.14 1.00 -0.13
O -2.66 0.72 0.50
N -3.25 -0.61 0.47
O -3.06 -1.17 1.46
H 1.63 0.27 1.44
H 1.80 1.52 0.20
H 3.06 0.31 0.41
H 1.40 -0.02 -1.59
H -0.27 -1.22 0.63
H -1.26 1.60 -1.47
H -0.50 1.93 0.81
*
```

Properties
energy above the lowest of the compared OMol25 structures with the same formula, charge and spin: 3.4 kJ/mol
E: -5761.2043 Ha
E_LUMO: -0.3 eV

---

6.
A cluster of 2 separate species, C4H7FO2S in total at a distorted geometry. Source: the OMol25 dataset; level of theory: the ωB97M-V functional and the def2-TZVPD basis.

```
! RIJCOSX wB97M-V def2-TZVPD def2/J DEFGRID3
* xyz 0 1
C 1.25 -0.51 1.93
C 1.56 -0.62 0.65
C -2.23 0.05 -1.27
C 0.60 -0.35 -0.41
O -1.23 0.68 1.18
O -1.21 -1.71 0.72
F 0.96 1.27 -1.12
S -1.10 -0.35 0.21
H 2.01 -0.73 2.71
H 0.29 -0.18 2.31
H 2.47 -1.09 0.56
H -2.02 -0.67 -2.09
H -3.28 0.07 -0.85
H -2.11 1.12 -1.42
H 0.83 -0.96 -1.35
*
```

Properties
energy above the lowest of the compared OMol25 structures with the same formula, charge and spin: 340.1 kJ/mol
E: -805.0100 Ha
E_LUMO: -0.5 eV

---

7.
A cluster of 2 separate species, C2H5FO in total at a distorted geometry. Source: the OMol25 dataset; level of theory: the ωB97M-V functional and the def2-TZVPD basis.

```
! RIJCOSX wB97M-V def2-TZVPD def2/J DEFGRID3
* xyz 0 1
C -1.74 -0.19 -0.18
C 2.50 0.08 -0.51
O 2.18 1.07 0.20
F 2.24 -1.08 0.13
H -1.94 -0.41 -1.22
H -1.18 0.73 -0.12
H -1.17 -1.01 0.25
H -2.68 -0.08 0.35
H 1.80 0.89 1.09
*
```

Properties
energy above the lowest of the compared OMol25 structures with the same formula, charge and spin: 159.7 kJ/mol
E: -254.2302 Ha
E_LUMO: 0.6 eV

---

8.
A structure of composition CHNO2PS at a distorted geometry. Source: the OMol25 dataset; level of theory: the ωB97M-V functional and the def2-TZVPD basis.

```
! RIJCOSX wB97M-V def2-TZVPD def2/J DEFGRID3
* xyz -1 1
C -0.89 -1.14 0.05
N -1.86 -1.80 -0.07
O 1.59 -0.54 -0.97
O 0.75 0.48 1.29
P 0.44 0.07 -0.27
S -0.57 1.58 -1.04
H 0.53 1.36 1.01
*
```

Properties
energy above the lowest of the compared OMol25 structures with the same formula, charge and spin: 16.4 kJ/mol
E: -983.6370 Ha
E_LUMO: 3.7 eV